ORCA calculation (the ωB97M-V functional and the def2-TZVPD basis) on a molecular structure, C3H5NO2.

Calculated values
HOMO, eV: -10.198
Total charge: 0
E_LUMO, eV: 0.900
Energy above the lowest of the compared OMol25 structures with the same formula, charge and spin, eV: 1.3247

Last column: Löwdin charge in e.
Positions of all 11 atoms, in Å:
O  0.588761  1.789852  -0.393312  0.01
C  0.146772  0.733591  0.391748  -0.29
C  -1.094546  -0.095887  -0.042520  -0.08
N  -0.284380  -1.308387  0.269355  0.09
C  0.878389  -0.581622  0.159189  -0.47
O  1.989671  -0.832707  -0.238824  0.10
H  1.353540  1.451744  -0.879680  0.10
H  0.082941  1.008073  1.452293  0.16
H  -2.024574  0.039955  0.517114  0.11
H  -1.268225  0.037625  -1.117408  0.12
H  -0.368353  -2.242233  -0.117959  0.14

Forces on atoms 1 to 6 (eV/Å):
0.05 0.03 -0.08
-0.01 -0.04 0.11
-0.27 0.06 -0.03
0.06 -0.11 -0.20
0.44 -0.08 -0.08
-0.35 -0.02 0.36

ORCA calculation (the ωB97M-V functional and the def2-TZVPD basis) on 2 unconnected molecules or ions with the total composition C3H8S in a non-equilibrium geometry.

Calculated values
HOMO (spin up / spin down), eV: 1.267 / -4.983
Multiplicity: 2
Total charge: -1
E_LUMO (spin up / spin down), eV: 3.681 / 3.796
Energy above the lowest of the compared OMol25 structures with the same formula, charge and spin, eV: 2.1488
Expectation value of S²: 0.751

Last column: Löwdin charge in e.
Positions of all 12 atoms, in Å:
C  -0.229067  2.334877  0.382405  -0.60
S  -0.263529  1.253366  1.876227  0.02
H  0.770325  2.689244  0.127101  -0.02
H  -0.591889  1.750450  -0.468526  -0.04
H  -0.908235  3.161650  0.578984  -0.03
H  0.925278  0.669618  1.710681  -0.21
C  -0.317327  -1.477067  -0.893632  -0.13
C  0.529868  -2.411857  -0.515857  -0.10
H  -0.929944  -0.873753  -0.227149  0.02
H  -0.717626  -1.382313  -1.901178  0.02
H  0.836751  -2.532431  0.517521  0.03
H  0.895395  -3.181785  -1.186579  0.03

Forces on atoms 1 to 6 (eV/Å):
-0.02 -0.49 -0.41
-0.15 0.11 0.35
0.09 0.14 0.27
-0.09 0.14 0.01
0.02 0.09 -0.01
0.13 0.01 -0.23

ORCA calculation (the ωB97M-V functional and the def2-TZVPD basis) on 4 unconnected molecules or ions with the total composition C19H46IO10PS4.

Calculated values
HOMO, eV: -7.978
SMILES: CCCCC[PH2](CSCC)CC(=O)I.CCOS(C)(=O)=O.CCOS(C)(=O)=O.CCOS(C)(=O)=O
Total charge: 0
E_LUMO, eV: 0.319

Last column: Löwdin charge in e.
Positions of all 81 atoms, in Å:
C  0.489112  -2.671499  6.462562  -0.10
C  1.024316  -1.385380  5.817945  -0.27
C  -0.073768  -0.423892  5.321727  -0.19
C  -0.045630  -0.149828  3.817528  -0.24
C  1.020436  0.850731  3.343522  -0.28
P  2.649544  0.132511  2.900681  0.80
C  1.910024  -0.930498  1.420912  -0.65
S  2.372055  -2.670879  1.574152  0.79
C  0.839832  -3.547950  1.123815  -0.55
C  0.044020  -4.055621  2.321451  -0.16
C  3.658589  1.202178  4.265355  -0.37
C  3.676401  0.690463  5.643705  -0.90
O  3.100553  1.080592  6.594499  0.00
I  4.806558  -1.171100  5.828486  0.77
H  0.361885  -2.561621  7.542313  0.07
H  -0.483792  -2.948212  6.044116  0.06
H  1.165257  -3.513358  6.297257  0.07
H  1.669702  -0.872596  6.534086  0.07
H  1.667440  -1.667774  4.975224  0.06
H  -0.035102  0.524664  5.868732  0.11
H  -1.051784  -0.865506  5.549128  0.10
H  -1.006869  0.256590  3.493895  0.08
H  0.056998  -1.102623  3.297900  0.08
H  0.685938  1.309197  2.406643  0.10
H  1.132279  1.646158  4.082605  0.08
H  3.140474  -1.048500  3.491097  -0.06
H  3.433492  0.828461  1.962327  0.03
H  0.823395  -0.865559  1.351937  0.02
H  2.321606  -0.524115  0.490391  0.02
H  0.242311  -2.877200  0.503833  0.07
H  1.146407  -4.383609  0.490447  0.06
H  -0.795123  -4.675227  1.990421  0.07
H  -0.353849  -3.229995  2.911594  0.05
H  0.676210  -4.659984  2.975846  0.07
H  4.684392  1.243869  3.891573  0.06
H  3.248224  2.216802  4.322436  0.08
C  -3.180725  -0.083859  -1.509030  -0.07
C  -4.227611  0.573900  -0.642176  -0.23
O  -4.483752  -0.178583  0.582338  -0.26
S  -3.410114  -0.033948  1.731947  0.55
C  -4.333587  -0.786165  3.023888  -0.11
O  -3.204229  1.355776  2.015499  -0.27
O  -2.265536  -0.846973  1.439405  -0.29
H  -2.208322  -0.097380  -1.019570  0.07
H  -3.089631  0.460375  -2.448280  0.07
H  -3.462918  -1.110391  -1.740687  0.09
H  -3.955151  1.591039  -0.360210  0.11
H  -5.196940  0.601441  -1.134122  0.12
H  -5.205219  -0.173899  3.236329  0.08
H  -3.671437  -0.828921  3.886841  0.07
H  -4.615763  -1.787701  2.710730  0.08
C  -4.141464  -1.421942  -7.784718  -0.07
C  -2.696744  -1.647962  -7.401549  -0.24
O  -1.989312  -0.411001  -7.122400  -0.26
S  -2.280696  0.296415  -5.733113  0.56
C  -0.892294  1.365133  -5.697906  -0.13
O  -2.153983  -0.675354  -4.684654  -0.29
O  -3.487950  1.060569  -5.815035  -0.27
H  -4.720382  -1.023877  -6.953341  0.07
H  -4.577496  -2.374297  -8.088898  0.08
H  -4.212881  -0.723064  -8.617743  0.09
H  -2.599630  -2.300934  -6.533857  0.11
H  -2.130506  -2.080626  -8.223501  0.12
H  0.008984  0.762944  -5.637606  0.07
H  -0.994804  1.982957  -4.808572  0.07
H  -0.890407  1.989449  -6.587272  0.08
C  3.767242  5.165146  -2.389750  -0.07
C  3.811960  4.366565  -3.671835  -0.24
O  3.667106  2.936573  -3.447419  -0.26
S  2.219174  2.392624  -3.115148  0.56
C  2.530714  0.688801  -3.411455  -0.12
O  1.300256  2.906223  -4.092009  -0.29
O  1.921019  2.586622  -1.730366  -0.27
H  2.786543  5.118141  -1.919709  0.07
H  3.993993  6.207181  -2.618092  0.08
H  4.506530  4.794483  -1.680231  0.09
H  3.043963  4.679929  -4.379066  0.11
H  4.781728  4.444908  -4.157923  0.12
H  2.776779  0.550441  -4.460500  0.08
H  1.615435  0.159808  -3.151074  0.08
H  3.346523  0.369744  -2.768299  0.08

Forces on atoms 1 to 6 (eV/Å):
-0.04 -0.04 -0.03
0.04 -0.02 0.00
-0.08 0.00 0.08
-0.13 0.04 0.01
-0.05 0.01 0.06
-0.30 -0.32 -0.40

Look up the total charge of the second one.
-1